# 1
Computed, not measured: C27H44Cl2DyNOP as an isolated structure in a non-equilibrium geometry, with wB97M-V/def2-TZVPD.

```
77
Properties=species:S:1:pos:R:3:forces:R:3
P -2.16087 0.68717 -3.95572 -0.1 -0.1 0.0
C -3.74622 1.66616 -3.68883 0.0 -0.1 -0.1
C -4.57295 2.12529 -4.90286 0.0 0.0 0.2
C -5.70507 3.06618 -4.45981 0.0 -0.1 0.0
C -6.61057 2.39786 -3.41742 0.1 0.0 0.0
C -5.79656 1.90381 -2.21452 0.0 0.0 -0.1
C -4.65824 0.97404 -2.65902 0.0 0.1 0.0
C -2.63585 -0.99682 -4.63444 0.0 0.0 0.0
C -3.70634 -1.09145 -5.73204 0.1 -0.1 0.0
C -3.79472 -2.52151 -6.28862 0.0 0.0 0.1
C -4.07928 -3.53312 -5.17065 0.1 0.1 0.0
C -3.03456 -3.43106 -4.05142 0.0 0.1 0.0
C -2.93853 -1.99962 -3.50312 0.1 0.0 0.0
C -1.47980 1.52243 -5.48889 0.0 0.0 0.1
C -1.15051 2.99200 -5.16240 0.0 -0.1 -0.1
C -0.54127 3.72083 -6.36828 0.0 -0.1 0.1
C 0.71022 2.99764 -6.87944 -0.1 0.0 0.0
C 0.39684 1.53283 -7.20594 0.0 0.0 0.1
C -0.21594 0.80645 -5.99914 0.0 0.1 0.0
H -3.36128 2.57630 -3.20041 0.0 -0.1 0.0
H -5.00620 1.25596 -5.40933 0.0 0.1 0.0
H -3.93805 2.63474 -5.63559 -0.1 0.0 0.1
H -6.29363 3.38058 -5.33078 0.0 0.0 0.1
H -5.26522 3.97649 -4.02708 0.0 -0.1 0.0
H -7.39239 3.09358 -3.08891 0.1 -0.1 0.0
H -7.12155 1.54190 -3.88202 0.1 0.1 0.0
H -5.36714 2.76760 -1.68725 0.0 -0.1 -0.1
H -6.44821 1.38572 -1.50008 0.1 0.1 -0.1
H -4.07002 0.64625 -1.79334 -0.1 0.1 -0.1
H -5.09228 0.07210 -3.11105 0.0 0.1 0.0
H -1.68220 -1.32370 -5.07937 -0.1 0.0 0.1
H -2.84190 -2.77585 -6.77511 -0.1 0.0 0.1
H -3.49651 -0.38300 -6.54179 0.0 -0.1 0.0
H -4.68125 -0.81661 -5.30918 0.1 0.0 0.0
H -4.57181 -2.57816 -7.06119 0.1 0.0 0.1
H -4.10473 -4.55184 -5.57660 0.0 0.1 0.0
H -5.07624 -3.33300 -4.75183 0.1 0.0 0.0
H -3.27622 -4.12946 -3.24054 0.0 0.1 -0.1
H -2.05210 -3.72862 -4.44615 -0.1 0.0 0.1
H -2.16155 -1.93366 -2.73297 -0.1 0.0 -0.1
H -3.88758 -1.73620 -3.01908 0.1 0.0 0.0
H -2.23308 1.50256 -6.29011 0.1 0.0 0.0
H -2.04947 3.52098 -4.82640 0.1 0.0 0.0
H -0.44058 3.01333 -4.32314 -0.1 0.0 -0.1
H -1.28730 3.76836 -7.17480 0.1 0.0 0.1
H -0.30100 4.75597 -6.09600 0.0 -0.1 0.0
H 1.48979 3.03590 -6.10511 -0.1 0.0 -0.1
H 1.11307 3.50805 -7.76284 0.0 0.0 0.1
H 1.30492 1.01084 -7.53177 -0.1 0.1 0.0
H -0.31189 1.49345 -8.04586 0.1 0.0 0.1
H -0.44659 -0.22773 -6.27768 0.1 0.1 0.0
H 0.52034 0.75974 -5.18420 -0.1 0.0 -0.1
Dy 0.00000 0.00000 0.00000 1.1 3.8 -5.1
Cl 0.79995 -1.29338 -1.72010 1.5 -2.7 -3.9
Cl -1.34765 1.82104 0.35971 -3.0 4.0 0.6
C -0.19735 -1.12510 1.43526 -1.8 -5.3 7.2
H 0.60045 -1.32596 2.15644 0.2 -0.5 0.1
C -1.39303 -1.93359 1.60943 1.7 0.7 0.2
C -1.33037 -3.09303 2.41127 -0.9 -0.8 0.2
C -2.44110 -3.91609 2.56187 0.3 0.5 -0.1
C -3.64194 -3.59376 1.92503 -0.4 -0.1 -0.1
C -3.72648 -2.43885 1.14139 0.4 -0.1 0.1
C -2.61874 -1.61504 0.98589 -0.5 -0.4 0.0
H -0.39315 -3.34271 2.90303 -0.1 0.0 -0.1
H -2.37450 -4.80858 3.17802 0.0 0.0 0.0
H -4.66431 -2.17701 0.65977 0.0 0.0 0.0
H -2.69963 -0.69584 0.40993 -0.1 0.0 0.1
H -4.51121 -4.23374 2.04644 0.0 0.1 0.0
C 1.28252 1.72551 2.64443 0.4 0.7 1.0
C 2.30613 1.36366 1.60497 0.2 0.0 0.1
N 3.60189 1.71319 1.78883 0.8 0.5 0.6
O 1.99803 0.75277 0.58699 1.2 0.5 0.1
H 1.75256 2.26210 3.49524 -0.2 -0.2 -0.4
H 0.79496 0.81886 3.04889 0.1 0.3 -0.6
H 0.52268 2.39951 2.20799 0.2 -0.6 0.1
H 4.31320 1.46788 1.08403 -0.9 0.2 0.6
H 3.90203 2.22413 2.63162 -0.4 -0.6 -1.0
```
Forces are in eV/Å.

Properties
Frontier orbital gap (alpha / beta)   4.56 / 4.62 eV
HOMO energy (alpha / beta)   -2.174 / -2.229 eV
Multiplicity   6
Net charge   -1
<S²>   9.341
LUMO (alpha / beta)   2.39 / 2.39 eV
Largest force on an atom   9.1 eV Å⁻¹
DFT total energy   -90670.2217 eV

=====

# 2
Computed, not measured: C27H44HgN9O6S as an isolated structure in a non-equilibrium geometry, with wB97M-V/def2-TZVPD.

```
88
Properties=species:S:1:pos:R:3:forces:R:3
Hg 0.47504 -0.58662 0.46140 -0.4 4.6 -3.8
C -0.72616 -4.92524 3.93492 0.2 0.2 -0.3
N -0.63286 -3.48641 3.73133 0.1 -0.4 1.7
C -1.77884 -2.75336 4.23642 0.1 0.2 -0.4
C 0.00436 -3.00319 2.59427 0.0 0.5 -2.0
N -0.33363 -1.99919 1.87683 -6.5 -2.8 4.1
N 1.18644 -3.67226 2.21671 -0.1 -1.5 1.3
C 2.05893 -3.24020 1.18652 -2.0 2.6 -2.2
N 3.25359 -3.94778 1.10906 1.2 -1.2 0.9
N 1.72362 -2.27326 0.44441 4.8 -7.8 1.3
H -1.20016 -5.15653 4.89226 0.0 0.2 -0.1
H 0.26008 -5.39353 3.95366 -0.1 0.0 -0.1
H -1.32029 -5.38999 3.13655 0.0 -0.2 0.0
H -2.07298 -3.12121 5.22306 0.2 -0.2 -0.1
H -2.63758 -2.85327 3.55905 -0.2 0.1 0.0
H -1.53931 -1.69376 4.35218 0.0 -0.1 -0.1
H -1.30247 -1.20436 2.17935 3.4 -4.1 -0.9
H 1.66737 -4.09621 2.99458 0.1 0.0 0.2
H 3.11761 -4.94988 1.17767 0.0 -0.1 -0.1
H 3.75363 -3.71987 0.26301 -0.2 0.1 0.0
H 2.59934 -1.73540 -0.53773 0.7 -6.2 2.2
C 0.42993 -1.24280 -2.10048 -4.1 -5.1 -4.1
O -0.00231 -1.98729 -0.93168 -4.1 -3.6 -5.3
C -1.43827 -2.23702 -0.89695 0.4 0.7 0.3
C -2.24626 -0.95445 -0.48499 0.4 -0.8 0.1
O -1.60376 -0.38683 0.68436 -7.4 -0.6 -1.6
C -2.23584 0.81645 1.12363 -4.0 -0.5 -0.5
H 0.11470 -1.76333 -3.02451 -0.7 -0.3 -0.1
H 1.54301 -1.18649 -2.10039 -3.9 -3.7 -3.4
H 0.05283 -0.26801 -2.08773 -0.5 -1.6 -0.5
H -1.59081 -3.00654 -0.13492 0.2 0.1 0.0
H -1.77857 -2.63709 -1.85788 -0.1 0.2 -0.1
H -3.28577 -1.21408 -0.25025 0.0 -0.2 0.0
H -2.23269 -0.22417 -1.29587 0.0 0.0 0.1
H -3.29102 0.64067 1.40272 -0.4 -0.4 -0.6
H -2.17828 1.57815 0.35628 0.1 -0.2 0.4
H -1.63188 1.16153 2.04587 -5.7 -2.5 -1.9
C 4.26770 -1.80483 -3.86419 0.2 -0.3 -0.1
C 4.39951 -0.41065 -3.26275 -0.2 -0.1 0.1
N 3.18039 0.36746 -3.41492 0.6 0.5 -0.4
C 3.07969 1.19016 -4.61211 -0.3 0.0 0.1
C 2.16758 0.56627 -5.66135 -0.2 0.1 -0.3
C 2.14695 0.37731 -2.48316 0.8 2.2 -0.1
S 2.25626 -0.62335 -1.03336 9.3 12.3 0.3
N 1.10969 1.15415 -2.71902 1.0 0.1 0.2
C -0.04199 1.33370 -1.95478 -0.4 2.8 -0.8
O -0.37533 0.76906 -0.84845 -0.9 4.6 -2.9
C -0.98777 2.31708 -2.56037 1.4 -1.2 0.5
C -0.67536 2.98803 -3.75787 -0.4 0.6 -0.6
C -1.56645 3.89811 -4.31338 0.3 -0.4 0.3
C -2.78569 4.15744 -3.68734 -0.4 0.3 -0.1
C -3.10947 3.50216 -2.50212 0.4 -0.3 0.1
C -2.22022 2.59020 -1.94191 -0.5 0.5 -0.2
H 5.17905 -2.38335 -3.67803 0.0 0.0 0.0
H 4.12343 -1.75544 -4.94681 0.0 0.0 0.0
H 3.42400 -2.35357 -3.43933 0.0 0.1 0.1
H 5.23164 0.10149 -3.76036 -0.2 0.2 -0.1
H 4.71330 -0.47687 -2.21719 -0.5 0.0 0.1
H 4.06786 1.34552 -5.05867 0.1 -0.2 0.2
H 2.71714 2.19112 -4.35352 -0.2 -0.2 0.1
H 2.54471 -0.40558 -5.98936 0.1 0.0 0.0
H 2.10581 1.21652 -6.54059 0.0 0.0 0.0
H 1.15447 0.41885 -5.28136 0.1 0.1 0.1
H 0.26914 2.79448 -4.25301 -0.1 -0.1 0.2
H -1.30864 4.40626 -5.23757 0.0 0.0 0.0
H -3.48116 4.86853 -4.12304 0.0 0.0 0.0
H -4.05685 3.69877 -2.00982 0.0 0.0 0.0
H -2.48034 2.08620 -1.02458 0.0 0.1 -0.4
O -3.48582 3.65060 2.15828 -0.7 -0.2 -0.3
C -3.28357 3.40137 3.53957 0.5 0.4 -0.1
N -2.16112 4.18074 3.94779 -0.5 0.0 0.3
C -0.85476 3.78781 4.09469 1.3 -0.5 0.0
O -0.04734 4.52955 4.65062 -0.5 0.4 0.3
C -0.42973 2.45965 3.62124 -0.8 0.6 -0.9
C 0.33295 1.62314 4.47537 0.9 -1.5 0.4
C 0.75823 0.39020 4.02425 -0.2 2.0 1.0
C 0.42758 -0.00379 2.71447 2.0 1.3 1.3
N -0.29833 0.79394 1.84893 4.8 4.5 6.2
C -0.69534 2.03236 2.33148 4.6 1.7 1.6
H -4.25426 3.12896 1.88693 0.2 0.0 -0.2
H -3.11459 2.33646 3.71573 0.2 0.1 0.1
H -4.15995 3.73917 4.10304 -0.1 0.0 0.1
H -2.33483 5.13440 4.22697 0.1 -0.1 0.0
H 0.58788 1.95730 5.47689 -0.1 0.1 0.0
H 1.34256 -0.26306 4.66230 -0.1 -0.1 -0.1
H 0.75138 -0.99763 2.30883 -0.1 0.5 2.8
H -1.21461 2.66535 1.62400 0.4 0.4 0.3
O 1.90382 -0.55891 1.68617 6.1 3.1 6.7
```
Forces are in eV/Å.

Properties
Frontier orbital gap (alpha / beta)   3.40 / 3.49 eV
HOMO energy (alpha / beta)   1.041 / 0.957 eV
ΔE to the lowest compared entry with this formula, charge and spin   1684.77 kJ/mol
Multiplicity   2
Net charge   -2
<S²>   0.777
LUMO (alpha / beta)   4.44 / 4.44 eV
Largest force on an atom   15.5 eV Å⁻¹
DFT total energy   -69386.2635 eV

=====

# 3
Computed, not measured: C27H44N3O5Si4W as an isolated structure in a non-equilibrium geometry, with wB97M-V/def2-TZVPD.

```
84
Properties=species:S:1:pos:R:3:forces:R:3
W -0.68391 -0.08895 -0.63279 1.0 -0.2 0.4
O -3.35073 -2.07418 -1.90562 0.1 -0.1 -0.2
C -2.28474 -1.55018 -1.99966 0.1 0.2 0.1
O -1.95025 -0.33787 -2.33166 -0.4 0.3 0.2
C -1.13663 -3.34243 -0.53699 -0.1 0.0 0.1
C 1.37581 -2.22011 -1.18922 0.0 -0.1 0.0
C 2.04864 -3.47085 -0.62237 0.0 0.0 0.1
C 1.57713 -3.57884 0.84979 0.0 0.0 -0.1
C 0.53234 -2.48294 1.05120 0.0 -0.1 0.0
O 0.88392 -1.50984 -0.00344 0.1 -0.1 0.0
C -0.93136 -2.96162 0.92387 0.1 0.1 -0.1
C -1.89140 -1.92361 1.49367 0.2 -0.1 -0.1
O -2.54876 -2.15940 2.47634 -0.1 0.1 0.0
O -1.85978 -0.76937 0.87561 -0.4 -0.1 0.0
H -0.25525 -3.94383 -0.75785 0.0 0.0 0.0
H 2.10340 -1.55025 -1.63434 0.1 0.1 0.0
H 3.12924 -3.35823 -0.67453 0.0 0.0 0.0
H 1.78922 -4.35498 -1.20006 0.0 0.0 0.0
H 2.41264 -3.41804 1.52705 0.0 0.0 0.0
H 1.16059 -4.55920 1.07633 0.0 0.0 0.0
H 0.67086 -1.94026 1.98583 0.0 0.0 0.0
H -1.03485 -3.86030 1.53013 0.0 0.0 0.1
N 0.38159 -1.49635 -3.36464 -0.1 0.1 0.1
C 0.81190 -0.19312 -3.37988 -0.1 -0.1 0.1
C 1.35722 0.32051 -4.56252 0.0 0.1 -0.1
C 1.83546 1.60582 -4.57267 0.0 -0.1 -0.1
C 1.78767 2.36061 -3.40016 0.1 0.1 -0.1
C 1.22029 1.80002 -2.29351 -0.1 0.0 0.1
N 0.70730 0.54977 -2.27032 -0.1 -0.2 0.1
C 0.19187 -2.40352 -2.25292 0.0 0.1 -0.4
C 0.12312 -3.75977 -2.95394 0.1 -0.2 0.2
C -0.83785 -4.69933 -2.95918 0.0 0.0 0.0
C -2.04099 -4.87156 -2.14137 0.0 -0.1 0.0
C -2.22950 -4.26112 -0.97137 0.0 -0.1 0.0
N -1.03303 -2.16088 -1.44378 0.0 0.0 0.2
H 0.19858 -1.89493 -4.26989 0.0 0.0 0.0
H 1.41258 -0.30844 -5.44104 0.0 0.0 0.0
H 2.26203 2.01967 -5.47716 0.0 0.0 0.0
H 2.16661 3.37190 -3.36396 0.0 0.0 0.0
H 1.12657 2.34903 -1.36635 0.0 0.0 0.0
H 0.96232 -3.91643 -3.62659 0.0 0.0 0.0
H -0.67333 -5.49612 -3.67785 0.0 0.0 0.0
H -2.78123 -5.56790 -2.51408 0.0 0.0 0.0
H -3.10885 -4.42367 -0.36184 0.0 0.0 0.0
C 2.44658 4.05030 2.00443 0.0 0.0 -0.1
Si 2.44097 2.23353 1.55386 0.0 0.0 0.0
C 3.51244 1.94648 0.03891 0.0 0.0 0.0
C 3.14272 1.19088 2.95441 0.0 0.0 0.1
Si 0.24373 1.34928 1.33870 -0.4 -0.1 -0.9
Si -0.81103 1.34279 3.45665 0.0 -0.1 0.0
C -0.22329 2.85507 4.39282 -0.1 0.0 0.1
C -2.67152 1.29533 3.32411 0.0 0.0 0.0
C -0.19781 -0.23006 4.27827 0.1 0.0 0.0
Si -1.93755 2.22471 -0.66745 0.1 0.2 0.1
C -1.75535 3.01520 -2.36551 0.0 0.0 0.0
C -3.74246 1.81056 -0.38414 0.0 0.0 0.0
C -1.39835 3.55391 0.59290 0.0 0.0 0.2
H 3.47060 4.43204 1.95034 0.0 0.0 0.0
H 2.07864 4.22146 3.01489 0.0 0.0 0.0
H 1.83934 4.64677 1.31804 0.0 0.0 0.0
H 4.56019 2.04436 0.33941 0.0 0.0 0.0
H 3.33516 2.67872 -0.75242 0.0 -0.1 0.1
H 3.37981 0.94556 -0.38273 0.0 0.1 0.0
H 4.19269 1.46300 3.10042 0.0 0.0 0.0
H 3.11645 0.11951 2.73325 0.0 0.0 0.0
H 2.62244 1.36257 3.90116 0.0 0.0 -0.1
H -0.37087 3.77842 3.82645 0.0 -0.1 0.0
H 0.83043 2.78312 4.66716 0.0 0.0 0.0
H -0.79996 2.94223 5.31961 0.0 0.0 0.0
H -3.11130 2.28464 3.46934 0.0 0.0 0.0
H -3.05623 0.63410 4.10509 0.0 0.0 0.0
H -3.00148 0.88265 2.37099 0.0 0.0 0.1
H 0.89098 -0.34129 4.27881 -0.1 0.0 0.0
H -0.65674 -1.10941 3.82004 0.0 0.0 0.0
H -0.52503 -0.21325 5.32321 0.0 0.0 0.0
H -1.82563 2.27181 -3.16303 0.0 0.0 0.0
H -0.82057 3.56887 -2.47973 0.0 0.0 0.0
H -2.57159 3.73098 -2.50462 0.0 0.0 0.0
H -4.03202 0.90717 -0.92358 0.0 0.0 0.0
H -4.36606 2.63299 -0.74738 0.0 0.0 0.0
H -3.96637 1.66286 0.67174 0.0 0.0 0.0
H -0.30667 3.72727 0.58518 -0.1 0.0 0.1
H -1.71620 3.29762 1.61168 0.1 0.1 -0.1
H -1.83561 4.53832 0.39245 0.0 -0.1 -0.1
```
Forces are in eV/Å.

Properties
Frontier orbital gap (alpha / beta)   6.49 / 6.88 eV
HOMO energy (alpha / beta)   -10.296 / -10.636 eV
ΔE to the lowest compared entry with this formula, charge and spin   255.26 kJ/mol
Multiplicity   3
Net charge   +1
<S²>   2.019
LUMO (alpha / beta)   -3.80 / -3.76 eV
Largest force on an atom   1.1 eV Å⁻¹
DFT total energy   -76753.1668 eV